2 unconnected molecules or ions with the total composition C26H35N2 in a non-equilibrium geometry, computed with ωB97M-V with the def2-TZVPD basis set.

The geometry in XYZ format:
```
63
Properties=species:S:1:pos:R:3:forces:R:3:mulliken_charge:R:1
H -1.525 -1.449 -1.520 -0.38 0.20 0.30 0.230
H -3.748 -0.681 -2.050 0.20 0.36 0.07 0.312
C 1.586 2.314 0.381 -0.63 0.40 -0.27 -1.351
H -0.448 -1.654 2.897 -0.33 -0.04 -0.15 0.225
C -1.497 -1.774 -0.478 0.82 -0.52 -0.38 -0.152
H -3.139 -3.083 -0.931 0.33 -0.15 0.26 0.417
H -1.325 2.676 -4.930 0.35 -0.27 0.30 0.324
H -5.323 1.414 3.352 0.27 0.12 -0.22 0.323
C -2.249 -0.842 0.433 -0.31 -0.10 -0.04 -0.043
H 0.562 -2.294 -0.937 0.02 0.36 -0.08 1.048
C 3.693 1.290 1.061 0.20 0.26 -0.22 -0.883
H 5.822 1.398 2.727 -0.05 -0.15 -0.06 0.375
C -2.124 -3.182 -0.513 0.06 0.05 -0.02 -1.715
C -0.295 2.882 -4.604 -0.11 0.26 -0.29 -0.806
C -3.146 0.172 -1.691 -0.05 0.41 -0.36 -1.513
H -0.298 3.868 -4.131 0.15 -0.28 0.15 0.339
H 0.162 -2.322 0.716 0.43 0.73 0.38 0.226
C -2.937 0.005 2.594 -0.07 0.00 -0.35 -0.891
H 1.577 0.848 -5.101 0.01 -0.15 0.11 0.425
C -1.465 -1.977 2.612 0.09 -0.35 0.55 -1.875
H -0.732 2.213 -1.912 -0.65 0.37 0.56 0.753
H 4.714 -1.863 1.739 -0.57 0.48 -0.36 0.249
H 0.323 2.954 -5.514 -0.12 -0.19 0.56 0.297
H -2.011 -2.181 3.546 0.28 0.09 -0.24 0.557
H -3.613 1.107 -2.045 -0.02 -0.42 0.26 0.341
H -2.197 -3.631 0.484 -0.07 0.03 -0.32 0.239
H -2.927 -0.069 3.692 -0.03 0.01 -0.54 0.445
C 5.896 0.583 2.000 0.27 0.20 -0.03 -1.527
C -0.072 1.581 -2.441 0.26 -1.13 0.79 -0.836
H 6.366 -0.276 2.493 -0.14 0.18 -0.25 0.364
H -3.900 2.450 3.560 -0.20 0.02 -0.05 0.346
C 2.438 -2.814 0.973 0.21 -0.59 0.00 -1.598
C -3.702 1.088 0.586 0.01 0.00 0.20 -1.091
H 2.146 3.207 0.611 0.21 0.16 0.25 0.481
H -0.154 0.492 0.293 0.56 -0.84 -0.51 0.245
C 4.553 0.268 1.422 -0.61 -0.83 0.45 0.389
N 0.252 1.842 -3.710 0.37 -0.92 -0.48 0.124
C 0.543 -0.299 -0.074 0.25 -0.96 0.26 1.178
H -4.993 2.712 2.176 0.07 -0.12 0.23 0.364
C 0.027 -1.715 -0.175 -1.83 -0.26 -0.91 -1.625
C 1.907 -0.230 0.413 1.62 0.55 0.68 0.154
C -4.527 1.952 2.813 0.10 0.19 0.05 -1.447
H 2.077 -3.304 0.046 0.03 0.42 0.65 0.325
C 4.069 -1.050 1.358 -0.21 0.49 -0.32 -0.873
C 2.793 -1.333 0.847 -0.37 0.26 -0.09 1.031
H 3.335 -3.397 1.267 -0.37 0.55 -0.20 0.424
H 2.020 -0.799 -2.918 -0.39 0.53 0.07 0.408
H -1.388 -2.933 2.098 0.09 0.08 0.00 0.287
N 0.534 0.474 -1.924 0.48 1.12 -2.09 0.350
H 0.703 2.292 1.025 -0.09 0.13 -0.13 0.301
C 2.395 1.099 0.591 1.39 -1.00 0.58 0.722
H 1.731 -2.974 1.815 0.12 0.07 -0.66 0.358
H 4.097 2.292 1.173 -0.32 0.11 -0.04 0.374
H -4.260 1.885 0.075 0.10 -0.38 0.30 0.266
H -1.565 -3.867 -1.165 -0.06 0.18 0.15 0.444
C -3.684 1.020 1.984 -0.11 -0.33 -0.17 0.612
H 1.276 2.423 -0.653 -0.15 -0.02 0.01 0.039
C -2.221 -0.937 1.837 -0.22 0.75 0.06 2.019
C -3.023 0.143 -0.181 -0.08 0.49 -0.20 1.092
H 6.547 0.954 1.202 0.10 -0.16 0.11 0.333
C 1.145 0.842 -4.114 -0.15 0.44 1.54 -0.525
H -2.165 0.112 -2.189 -0.49 0.04 0.14 0.165
C 1.364 0.076 -2.992 -0.30 -0.91 0.02 -0.572
```
Positions in Å, forces in eV/Å.

- E_LUMO: -3.24 eV
- E_HOMO: -0.40623 hartree
- Total charge: +1
- Kohn-Sham gap: 7.82 eV
- ΔE to the lowest compared entry with this formula, charge and spin: 99.54 kJ/mol
- M: 375.580 g/mol

***

A molecular structure, C26H36BCl60O in a non-equilibrium geometry, computed with ωB97M-V with the def2-TZVPD basis set.

The geometry in XYZ format:
```
124
Properties=species:S:1:pos:R:3:forces:R:3:mulliken_charge:R:1
C -5.173 -3.318 -7.891 0.15 -0.25 0.26 -0.943
Cl -3.504 5.764 10.932 0.00 -0.03 0.00 -0.131
Cl -4.651 -5.085 0.032 0.14 0.03 0.04 -0.163
Cl -4.568 0.706 7.144 -0.04 0.01 0.06 -0.094
Cl -5.755 0.806 1.346 -0.04 0.03 0.01 -0.111
Cl 1.297 -0.157 -0.939 0.08 0.15 0.02 -0.055
H 4.086 -2.078 -9.170 0.02 -0.03 0.05 0.220
H -8.669 -2.549 -5.761 -0.36 0.31 0.17 0.315
H -7.755 -1.132 -7.226 -0.03 0.52 0.13 0.488
C -5.880 -2.033 -7.509 -0.14 0.24 -0.05 0.850
Cl 1.309 -2.235 1.078 0.01 0.00 0.04 -0.150
Cl -1.848 2.779 0.761 -0.01 0.00 -0.07 -0.030
Cl 14.852 2.772 7.389 0.01 -0.02 0.01 -0.130
C -6.281 -2.048 -12.438 -0.05 -0.02 0.09 -0.031
H 5.405 7.486 -2.311 0.03 0.05 -0.03 0.340
Cl -7.450 -3.313 -12.044 0.10 0.00 -0.28 -0.113
H 0.616 8.383 3.698 -0.01 0.05 -0.05 0.308
Cl 2.563 -2.362 -10.919 0.01 -0.01 0.01 -0.115
C -2.750 -2.507 12.856 0.13 0.01 -0.03 -0.027
H 14.310 0.693 6.468 -0.01 -0.07 0.01 0.278
Cl 3.438 7.554 -1.049 0.00 0.03 -0.01 -0.102
H 7.892 -1.553 2.113 0.01 0.05 0.04 0.103
H 3.022 4.152 2.319 0.02 0.05 0.09 0.083
H -1.315 4.987 10.686 0.06 -0.14 0.02 -0.283
H -8.250 -1.521 -9.319 -0.03 0.31 -0.46 0.353
C 13.893 1.686 6.385 0.02 0.10 -0.06 0.086
Cl -3.287 -0.563 -2.910 0.00 -0.18 -0.05 -0.139
Cl -5.866 -1.382 3.260 -0.04 0.04 0.04 -0.123
H -8.428 -3.898 -6.804 -0.02 -0.64 -0.14 0.391
Cl -1.595 1.812 11.286 0.00 0.10 0.00 -0.097
Cl 6.960 -3.694 1.995 -0.02 0.02 0.03 -0.144
Cl 0.990 3.002 11.841 -0.01 0.00 0.00 -0.107
Cl 12.447 -1.000 3.857 0.01 -0.05 0.02 -0.126
H 2.229 -0.084 1.190 0.07 -0.19 -0.10 -0.451
Cl 2.207 4.108 0.127 -0.04 0.05 0.02 -0.096
C 10.791 -1.510 -3.019 -0.15 0.07 -0.03 0.008
H -5.640 -1.302 -8.279 0.12 0.18 -0.48 0.179
Cl 11.543 0.088 -2.972 0.03 0.00 0.01 -0.134
H -3.804 -2.467 13.088 -0.06 0.00 0.02 0.274
Cl 1.043 2.503 5.735 -0.02 0.04 0.06 -0.156
C -5.334 -1.436 -6.216 0.14 -0.04 -0.88 -1.678
H 0.530 0.930 10.856 0.00 -0.06 -0.01 0.353
Cl -1.027 7.076 11.688 0.02 -0.01 0.02 -0.132
Cl 9.876 -1.902 4.864 -0.01 0.01 0.02 -0.123
C 3.575 -1.404 -9.843 -0.05 -0.04 -0.05 0.149
Cl -5.089 -1.845 -11.166 0.01 -0.03 -0.01 -0.054
Cl 3.824 -1.284 -0.031 -0.17 0.05 0.08 -0.084
C -5.328 -3.969 -1.159 -4.94 -2.10 3.93 0.554
Cl -2.308 -4.195 12.604 -0.03 0.00 0.00 -0.124
Cl 9.997 0.182 2.853 0.01 0.17 0.00 -0.116
H -4.266 -1.569 -6.239 0.54 -0.12 0.34 0.279
H 11.503 -2.224 -2.631 0.05 -0.03 0.01 0.266
H -5.743 -1.920 -5.351 -0.06 -0.10 0.55 0.282
H -3.841 0.690 9.365 0.06 0.04 0.04 0.216
C -7.397 -2.122 -7.473 -0.48 -0.55 0.27 0.568
C -0.208 1.247 5.752 -0.07 -0.02 -0.31 0.513
C -8.022 -2.459 -8.828 0.20 0.96 0.10 -1.097
H 10.840 0.224 5.033 0.02 0.05 0.04 -0.002
H -5.762 -2.346 -13.336 -0.01 0.00 -0.08 0.364
Cl -4.722 -1.456 9.072 -0.23 0.04 -0.23 -0.105
C 2.176 -0.841 0.421 -0.09 -0.17 -0.11 0.730
H -4.104 -3.096 -7.914 0.42 0.12 -0.07 0.393
Cl 4.655 2.942 1.164 0.01 0.01 0.00 -0.122
C 7.847 -2.315 1.348 -0.05 -0.16 -0.04 0.293
Cl -1.861 -1.825 14.221 -0.03 0.02 0.02 -0.130
Cl 9.354 -1.558 -2.002 0.24 0.14 -0.50 -0.023
Cl -1.461 -2.225 -1.391 -0.18 -0.13 -0.23 0.001
H -8.968 -2.962 -8.730 -0.37 -0.46 0.07 0.412
H -4.502 -5.880 -5.700 0.01 -0.02 0.02 -0.278
H -1.059 4.948 1.122 0.01 0.06 -0.02 0.266
H 1.345 -0.720 -6.523 0.05 0.05 -0.03 0.102
H -3.211 -4.638 -6.551 0.19 0.28 -0.11 -0.356
Cl -7.110 -0.520 -12.768 -0.02 0.02 -0.05 -0.154
Cl -3.067 4.901 2.331 0.00 0.03 -0.01 -0.143
H -1.971 -2.340 -3.693 0.19 0.11 -0.06 0.028
C -7.931 -3.050 -6.372 -0.11 0.37 0.04 -1.480
Cl -1.555 6.468 8.898 0.02 -0.01 -0.03 -0.070
Cl 13.959 2.168 4.693 0.00 0.05 0.02 -0.102
C -5.005 0.077 2.767 0.01 -0.13 -0.13 0.011
Cl 5.988 6.358 -0.347 0.02 0.02 0.00 -0.107
Cl 0.214 2.455 9.102 0.01 0.02 0.06 0.001
Cl -0.179 -2.487 -6.430 0.00 -0.01 0.02 -0.085
Cl -2.473 -1.564 11.393 0.21 -0.13 0.26 0.001
H -5.423 -3.619 -8.904 -0.30 0.02 -0.48 0.270
H -7.160 -3.390 -5.710 0.40 -0.38 0.21 0.184
Cl 7.002 -1.638 -0.049 0.07 0.00 0.16 -0.129
Cl -1.766 1.881 5.233 -0.03 -0.18 0.38 -0.027
C 1.129 7.605 4.245 0.01 -0.08 0.09 -0.117
Cl -6.883 -4.559 -1.752 -0.28 -0.03 0.06 -0.149
H -0.306 0.899 6.769 -0.01 -0.02 0.08 -0.255
C 10.796 -0.524 4.256 -0.06 -0.15 -0.10 0.371
Cl 1.207 -1.182 -4.235 0.03 -0.03 -0.04 -0.056
Cl 1.571 6.340 3.098 0.13 0.26 -0.08 -0.022
Cl 9.499 -2.776 0.941 -0.01 -0.15 0.29 -0.122
Cl 2.595 -0.313 -8.870 -0.02 0.21 -0.13 -0.110
Cl -5.489 -2.355 -0.476 0.14 -0.17 -0.15 -0.075
Cl 12.222 1.627 6.960 -0.02 -0.02 0.02 -0.138
Cl 10.410 -1.970 -4.679 0.02 -0.02 0.00 -0.129
O -5.424 -4.377 -7.043 0.39 -0.22 0.16 -0.662
C -1.788 5.949 10.565 -0.06 0.10 -0.02 0.616
Cl -3.312 -0.281 2.452 0.10 0.00 0.03 -0.033
Cl 4.793 -0.506 -10.757 0.01 -0.01 0.03 -0.141
Cl -0.484 3.815 3.084 -0.15 0.24 -0.16 0.119
H -4.644 -3.912 -1.995 -7.53 -4.41 5.88 -0.333
C 1.275 -1.628 -5.945 -0.17 -0.16 0.13 0.132
C -2.547 -2.163 -2.795 1.03 0.57 -0.71 0.173
C -1.549 4.209 1.741 0.00 -0.16 -0.02 -0.116
H -7.371 -2.996 -9.495 0.18 -0.45 0.11 -0.115
Cl 0.268 -0.118 4.740 0.03 -0.01 0.01 -0.092
C 4.899 6.780 -1.670 -0.07 -0.14 0.08 -0.030
Cl -3.783 -3.408 -2.654 11.44 6.32 -8.46 0.044
Cl 4.498 5.357 -2.628 0.01 0.02 -0.01 -0.092
Cl -2.139 -0.455 8.232 0.05 -0.02 0.01 -0.116
H -4.438 -4.019 -5.029 0.14 0.08 -0.40 -0.446
Cl 0.017 6.978 5.461 0.01 -0.02 0.01 -0.075
B -4.335 -4.709 -6.054 -0.64 -0.51 0.37 0.766
C 0.093 1.915 10.779 -0.05 0.11 -0.05 -0.154
C -3.824 -0.030 8.558 -0.12 -0.08 -0.12 0.084
Cl 2.562 8.311 4.993 -0.02 0.00 0.00 -0.137
H -5.062 0.790 3.577 0.02 0.04 0.05 0.234
H -5.511 -0.369 -6.226 -0.31 0.40 0.35 0.458
C 2.996 3.407 1.539 0.04 -0.12 -0.18 0.123
Cl 2.723 -2.596 -6.272 0.01 -0.03 0.05 -0.153
Cl 2.079 2.028 2.136 0.11 0.06 0.20 0.011
```
Positions in Å, forces in eV/Å.

- E_LUMO: 1.01 eV
- E_HOMO: -0.14390 hartree
- Total charge: -1
- Kohn-Sham gap: 4.93 eV
- M: 2502.565 g/mol

***

2 unconnected molecules or ions with the total composition C26H36BN6O2 in a non-equilibrium geometry, computed with ωB97M-V with the def2-TZVPD basis set.

The geometry in XYZ format:
```
71
Properties=species:S:1:pos:R:3:forces:R:3:mulliken_charge:R:1
H -3.225 -1.865 2.463 2.20 -0.65 -1.36 0.252
C -7.293 0.968 1.681 -0.84 -2.37 -1.89 -0.432
N 6.097 -1.395 1.416 -5.38 -1.55 -5.95 -0.430
O -3.090 1.497 0.041 2.77 1.23 2.69 -0.613
H -3.558 2.382 0.079 0.40 -1.70 0.23 0.291
C 7.810 1.150 -2.495 0.08 0.00 0.10 -0.957
C -1.591 2.377 3.619 -0.31 -0.43 1.16 -0.892
H -1.440 -0.540 3.455 0.98 -1.31 -2.31 0.139
C 5.373 -2.625 -1.022 -1.97 2.17 2.35 -0.336
H 5.780 -3.306 -1.896 -0.85 1.62 2.12 0.302
H 7.701 2.054 -1.885 0.03 -0.14 -0.04 0.302
C 7.623 1.464 -3.976 0.35 -0.27 0.22 -0.451
C -8.798 0.718 1.004 4.29 -3.72 -1.06 -0.440
H 8.409 2.157 -4.295 -0.22 -0.03 -0.07 0.323
H 7.466 -2.586 0.092 -2.81 0.92 0.25 0.308
H -2.034 2.501 4.720 1.28 0.12 -2.41 0.312
C 5.155 1.112 -3.891 -6.28 -5.22 1.97 0.407
C -6.014 -0.056 1.451 -3.58 -0.93 -1.95 -0.100
C 0.206 1.518 -0.119 2.49 -4.28 1.77 -0.892
C 6.257 2.081 -4.285 -0.59 -0.86 0.18 -0.387
H 3.633 3.404 -1.789 -0.86 -0.19 1.11 0.300
H 7.086 0.407 -2.145 0.01 0.08 -0.04 0.185
H -7.210 1.960 2.336 0.13 -2.55 -1.51 0.238
H -8.865 -3.119 -0.784 2.12 0.58 -0.62 0.345
H 8.809 0.738 -2.318 -0.15 0.11 0.00 0.337
C -2.190 -2.214 1.981 -0.58 -0.73 0.52 -0.291
H 6.178 2.301 -5.355 -0.23 -0.09 0.18 0.328
C -2.829 1.833 2.691 1.00 -0.17 -0.08 -0.385
H -3.315 0.897 3.208 0.86 1.73 -0.86 0.243
H 7.753 0.541 -4.554 -0.08 0.23 -0.02 0.303
H -4.723 -3.077 1.190 0.20 1.43 -1.76 0.302
H -1.359 -1.961 -0.248 -1.81 -0.23 1.31 0.296
C 6.338 -2.197 0.184 -0.77 -0.05 -0.40 -0.179
H 3.901 1.049 -1.362 -2.76 0.64 0.18 0.024
C 1.730 0.889 -0.408 -3.31 -1.34 2.44 0.541
H -1.086 3.367 3.219 -1.25 -2.02 0.89 0.285
C 2.034 -0.506 0.464 -1.07 1.15 -0.17 -0.329
C 2.826 1.552 -1.430 0.42 0.10 0.29 -0.002
N 4.240 0.308 -3.564 7.49 6.17 -2.88 -0.586
H -0.152 2.477 -0.685 0.50 -2.12 1.38 0.272
C -0.730 0.679 0.987 4.80 -0.56 -2.56 0.519
N -3.592 -1.565 -0.076 0.46 -1.21 0.16 -0.208
H -3.602 -1.414 -1.108 0.23 -0.10 1.23 0.236
H -5.112 -3.145 -0.655 0.65 1.57 1.88 0.335
H -4.970 0.131 1.951 -2.39 -0.22 -1.13 0.017
H 6.126 3.020 -3.735 -0.12 -0.18 -0.01 0.257
N 1.083 -1.157 1.399 1.53 3.85 -3.33 -0.988
C 3.526 -1.192 0.260 1.82 -1.60 -0.74 0.331
C -6.123 -1.420 0.492 -3.51 2.61 0.56 0.172
H 2.523 1.477 -2.581 0.11 -0.20 2.73 0.294
H 3.094 -2.395 -1.912 1.49 0.75 2.00 0.317
C -4.814 -2.406 0.234 -2.11 -0.05 -0.16 -0.590
H -9.971 -0.848 -0.426 2.53 0.13 0.98 0.233
H -9.702 1.469 1.145 2.21 -1.85 -0.31 0.290
C 4.677 -0.952 1.349 -0.37 -0.24 -0.52 -0.169
C -2.298 -2.283 0.364 -1.49 -1.69 -0.49 -0.641
H -0.733 1.555 3.714 -1.84 1.75 -0.32 0.219
H 4.346 -0.290 2.289 0.79 -1.60 -2.34 0.281
H 2.129 3.495 -1.020 1.16 -0.28 -0.18 0.237
B -2.216 1.323 1.253 -3.35 0.52 -1.62 0.384
H -3.688 2.619 2.525 1.76 -1.49 0.42 0.315
C 3.828 -2.118 -1.044 4.16 1.10 3.75 -0.075
H -2.048 -3.333 2.370 -0.10 2.59 -0.78 0.419
C -7.627 -1.691 -0.167 -0.17 2.46 1.47 0.341
O -7.910 -2.863 -1.029 -0.93 2.26 2.84 -0.512
C -1.019 -1.292 2.627 0.23 -1.19 1.79 -0.648
N 3.057 3.016 -1.001 -0.81 -1.11 -1.38 -0.696
C -8.919 -0.656 0.072 2.87 1.74 2.01 -0.380
N -0.129 -0.559 1.596 -1.28 2.80 -0.90 1.052
H -0.326 -2.032 3.259 -1.16 1.93 -1.75 0.395
H -2.493 -3.426 0.079 0.90 2.19 0.73 0.334
```
Positions in Å, forces in eV/Å.

- E_LUMO: -4.58 eV
- E_HOMO: -0.36432 hartree
- Total charge: +1
- Kohn-Sham gap: 5.33 eV
- ΔE to the lowest compared entry with this formula, charge and spin: 2008.96 kJ/mol
- M: 475.426 g/mol

***

Number 2 is which compound? C26H36BCl60O

***

Among the records above, which one has the lowest total charge? C26H36BCl60O

***

Look up the M of the third one. 475.426 g/mol

***

Among the records above, which one has the lowest total charge? C26H36BCl60O